Run w
ORCA calculation (ωB97M-V/def2-TZVPD) on 6 unconnected molecules or ions with the total composition CH15NO5.

Element x y z (Å)
C: 1.81504 2.57248 -2.00377
N: 1.40210 1.90176 -0.70325
H: 0.80950 3.04886 -2.46191
H: 2.20963 1.79015 -2.66187
H: 2.45764 3.38796 -1.79686
H: 1.68686 0.88967 -0.61403
H: 2.15957 2.27631 -0.00891
H: 0.11268 -2.67057 6.13721
H: -1.10381 -1.91174 5.71137
O: -0.59934 -1.98944 6.48162
H: 0.46723 -0.16411 -2.72677
H: 1.41362 -1.26686 -2.73929
O: 0.98505 -0.59683 -3.35846
H: -2.35599 -1.62752 0.29388
H: -2.61104 -3.12672 0.25367
O: -2.04679 -2.43019 0.62464
H: -3.25472 1.53749 -0.17584
H: -2.10482 1.13541 0.57656
O: -2.76070 0.75538 -0.03686
H: 0.32837 -0.56312 0.09706
H: 0.28290 -1.86494 -0.26463
O: 0.70701 -1.08341 -0.62356

Properties
* Kohn-Sham gap: 9.79 eV
* spin multiplicity: 1
* SMILES: CN.O.O.O.O.O

***

Run x
ORCA calculation (ωB97M-V/def2-TZVPD) on 6 unconnected molecules or ions with the total composition CH15NO5.

Element x y z (Å)
C: -0.03719 2.32876 0.96552
N: -0.15057 0.95614 0.56740
H: -0.54538 2.58920 1.88889
H: -0.23092 3.05035 0.16177
H: 1.01499 2.62577 1.00284
H: 0.12034 0.23125 1.22075
H: -1.05087 0.63632 0.27593
H: -2.70979 -0.90960 -0.50456
H: -3.94205 -0.54066 0.46896
O: -3.18407 -0.22556 -0.02702
H: -0.75814 1.96548 -3.56616
H: -0.51243 0.89865 -2.50871
O: -0.76276 1.81860 -2.61298
H: 0.90236 0.12216 -0.91103
H: 2.22080 -0.14767 -1.62724
O: 1.37513 -0.47360 -1.52094
H: 1.45060 -2.21962 2.64806
H: 2.35228 -1.67142 3.82857
O: 1.68266 -1.45573 3.17662
H: 0.94611 -2.50669 -1.36689
H: 1.04621 -3.62192 -0.32612
O: 0.77270 -3.45020 -1.23369

Properties
* Kohn-Sham gap: 9.81 eV
* spin multiplicity: 1
* SMILES: CN.O.O.O.O.O

***

Run y
ORCA calculation (ωB97M-V/def2-TZVPD) on 6 unconnected molecules or ions with the total composition CH15NO5.

Element x y z (Å)
C: 1.53037 -1.26467 1.10737
N: 1.91171 -2.48361 0.39864
H: 1.16278 -0.51010 0.37659
H: 0.61436 -1.39974 1.67944
H: 2.27618 -0.75625 1.71155
H: 1.64926 -3.22353 1.04064
H: 2.90976 -2.47681 0.23908
H: -0.25727 5.05703 -4.50798
H: -0.20775 6.47083 -3.96062
O: 0.29722 5.84910 -4.48486
H: 2.04810 6.23441 0.67096
H: 1.52627 6.42071 2.06519
O: 1.99267 6.88639 1.37295
H: -3.56170 -1.71074 -0.61687
H: -3.48609 -0.76980 0.55892
O: -3.82030 -1.64455 0.31255
H: 0.22957 -3.41688 -2.12116
H: 0.39893 -2.93179 -0.73005
O: -0.30721 -3.28074 -1.32628
H: -2.47472 -3.05919 1.65079
H: -2.44244 -4.41584 2.25777
O: -1.98970 -3.57425 2.30539

Properties
* Kohn-Sham gap: 10.64 eV
* spin multiplicity: 1
* SMILES: CN.O.O.O.O.O

***

Stability summary - winner: run x; margin: 8.1 kJ/mol.